No. 1
This record from the OMol25 dataset describes C20H21N3O5S in the gas phase in a non-equilibrium geometry. The level of theory is the ωB97M-V functional and the def2-TZVPD basis.

Positions of all 50 atoms, in Å:
S (-4.8219, 1.2229, 0.2119)
O (-4.7969, 0.9924, -1.1969)
O (-6.0107, 1.7472, 0.8119)
O (5.5394, 0.3453, -3.2268)
O (-2.1043, 3.4281, 1.9342)
O (1.3357, -2.2504, 2.4239)
N (1.2808, -2.7803, 0.2293)
N (-1.6037, 3.4825, 0.6739)
N (-4.5265, -0.2082, 1.0388)
C (-2.1410, 2.6200, -1.5542)
C (-2.4009, -0.6312, 0.0052)
C (-0.6499, -1.7539, 1.2198)
C (-1.4981, -1.8554, 2.3187)
C (5.6465, 1.7197, -2.9453)
C (-2.3834, 2.7794, -0.1023)
C (4.8366, -0.4429, -2.3676)
C (-3.4474, 2.2319, 0.6705)
C (2.6683, -3.1862, 0.1391)
C (3.4476, -2.2433, -0.7403)
C (3.5026, -0.8935, -0.4230)
C (-3.2114, 2.6844, 1.9435)
C (4.1857, 0.0053, -1.2226)
C (-3.2446, -0.7388, 1.1079)
C (4.7837, -1.7994, -2.6911)
C (-1.1154, -1.1321, 0.0645)
C (-3.9587, 2.4719, 3.2013)
C (-2.7836, -1.3584, 2.2677)
C (4.0940, -2.6836, -1.8888)
C (0.7443, -2.2693, 1.3609)
H (2.7276, -4.2085, -0.2468)
H (4.6664, 2.2078, -2.9411)
H (-5.0899, -0.2944, 1.8697)
H (-1.8625, 3.5768, -1.9882)
H (4.0633, -3.7305, -2.1545)
H (-3.0349, 2.2322, -2.0346)
H (-3.8230, 3.3267, 3.8593)
H (-5.0129, 2.3391, 2.9683)
H (3.0542, -3.1661, 1.1629)
H (6.2523, 2.1379, -3.7476)
H (-1.1239, -2.3239, 3.2162)
H (-3.4388, -1.4472, 3.1226)
H (6.1448, 1.8963, -1.9867)
H (4.2061, 1.0461, -0.9408)
H (3.0047, -0.5394, 0.4682)
H (-3.5863, 1.5845, 3.7138)
H (5.2928, -2.1336, -3.5811)
H (-0.4674, -1.0083, -0.7917)
H (-1.3160, 1.9274, -1.7142)
H (-2.7748, -0.1649, -0.8911)
H (0.7510, -2.7622, -0.6268)

Kohn-Sham gap, eV: 9.02



No. 2
This record from the OMol25 dataset describes 3 unconnected molecules or ions with the total composition C20H21N5O2 in a non-equilibrium geometry. The level of theory is the ωB97M-V functional and the def2-TZVPD basis.

Positions of all 48 atoms, in Å:
O (-0.5170, 4.2661, 0.1812)
O (0.4426, -0.3393, 1.3023)
N (-7.5088, 1.5490, -0.2588)
N (5.2602, -1.0034, -1.4543)
N (-2.8113, -1.6664, 1.5414)
N (0.0624, 2.2118, 1.6841)
N (1.8773, -3.6240, -1.0190)
C (6.7356, -0.1362, 0.2482)
C (-4.7341, 0.3151, 0.9868)
C (6.3586, -0.3152, -1.0731)
C (0.6173, -1.8768, -2.8031)
C (1.8531, -3.8629, -2.3485)
C (-2.3065, 2.4514, 0.8619)
C (1.2441, -3.0270, -3.2707)
C (4.7984, -1.4056, 0.8807)
C (1.4989, 2.2261, 1.1526)
C (-0.3521, 0.7589, 1.3749)
C (-3.1881, -0.2235, 1.2470)
C (5.9371, -0.6928, 1.2417)
C (-6.5917, 2.4873, 0.4950)
C (-0.8225, 3.1482, 0.8446)
C (4.5055, -1.5337, -0.4676)
C (-5.0591, 1.9308, 0.7081)
C (-1.9758, 0.8782, 1.1828)
C (1.2621, -2.4988, -0.5950)
C (0.6236, -1.6043, -1.4389)
C (-3.8168, 3.0472, 0.6349)
H (0.1282, -1.1981, -3.4958)
H (2.1905, 1.7257, 1.9629)
H (-3.9713, 4.1903, 0.4367)
H (1.2975, -2.3285, 0.4774)
H (0.1436, -0.7166, -1.0428)
H (-7.2207, 1.4357, -1.2557)
H (-5.5961, -0.5052, 1.0130)
H (-6.6202, 3.5410, -0.0237)
H (3.6297, -2.0839, -0.8001)
H (-7.0509, 2.6331, 1.5818)
H (6.1999, -0.5724, 2.2887)
H (2.3527, -4.7744, -2.6637)
H (-7.6493, 0.6371, 0.2299)
H (6.9472, 0.1026, -1.8846)
H (7.6300, 0.4239, 0.4967)
H (1.5818, 1.6826, 0.1082)
H (-1.7852, -1.7234, 1.7979)
H (-2.8619, -2.1673, 0.6128)
H (4.1550, -1.8510, 1.6310)
H (1.8486, 3.3558, 1.0179)
H (1.2577, -3.2671, -4.3278)

Kohn-Sham gap, eV: 7.50